(1)
DFT (the ωB97M-V functional and the def2-TZVPD basis) results for a molecular structure, C36H10F17GeINO2STc.

Last column: natural (NBO) charge in e.
Element x y z (Å)
C  -3.227  0.690  1.768  0.409
H  0.446  3.588  -7.058  0.240
F  -1.558  -4.821  1.221  -0.304
N  3.400  0.065  -0.639  -0.459
F  -0.986  -3.510  6.611  -0.264
C  4.971  -1.384  -1.654  -0.244
H  6.860  -1.523  -0.642  0.244
H  0.613  4.749  -2.248  0.236
C  5.524  -0.193  0.364  -0.223
C  0.882  2.892  -5.078  -0.124
F  -3.589  -3.090  2.747  -0.302
H  0.628  2.797  1.789  0.250
F  -6.694  0.031  -0.267  -0.269
C  1.669  2.532  1.934  -0.311
C  3.682  1.307  1.331  -0.165
H  1.163  1.896  -5.398  0.236
C  0.476  3.836  -6.005  -0.248
H  6.217  0.052  1.153  0.262
C  -1.125  -3.094  5.363  0.319
H  4.212  3.203  4.104  0.266
H  2.988  -0.970  -2.386  0.242
C  0.135  5.438  -4.221  -0.236
O  1.255  0.975  -2.931  -0.653
C  -2.315  -5.061  -2.277  0.322
F  -2.724  -3.397  -3.882  -0.272
C  2.369  3.077  2.999  0.456
C  -4.516  -0.656  0.306  0.428
C  0.930  3.224  -3.728  -0.210
F  -2.104  0.926  2.463  -0.309
C  -3.324  -0.447  0.979  -0.609
C  0.563  4.498  -3.299  -0.140
O  1.789  2.610  -1.577  -0.649
C  1.341  2.210  -2.757  0.788
C  0.102  5.101  -5.570  -0.122
F  -4.135  2.685  2.637  -0.273
F  -2.416  -1.485  -2.010  -0.304
S  -0.133  -0.370  0.128  -0.512
C  -2.442  -3.728  -2.628  0.250
F  -1.901  -6.702  -0.654  -0.271
C  5.875  -1.074  -0.644  -0.093
C  2.340  1.649  1.112  -0.129
C  -4.255  1.600  1.880  0.250
C  4.322  1.882  2.418  0.456
Tc  1.539  0.901  -0.608  1.330
C  -1.981  -3.088  -0.338  -0.613
I  -0.518  6.520  -6.960  0.212
F  -6.424  2.235  1.267  -0.264
C  -5.427  1.370  1.180  0.320
C  -2.438  -2.867  3.395  0.413
Ge  -1.795  -1.636  0.930  1.524
F  -2.471  -6.000  -3.196  -0.264
C  3.736  -0.790  -1.623  0.072
C  -5.563  0.240  0.394  0.254
C  3.689  2.769  3.263  -0.338
F  1.061  -2.243  5.392  -0.275
F  -4.694  -1.738  -0.454  -0.303
C  -1.408  -2.211  2.739  -0.604
C  -2.274  -2.767  -1.656  0.424
C  -2.023  -5.419  -0.974  0.249
C  4.262  0.379  0.359  0.242
F  5.604  1.585  2.668  -0.306
C  -1.855  -4.432  -0.022  0.425
H  5.219  -2.069  -2.452  0.252
F  -3.315  -3.939  5.303  -0.268
F  0.813  -1.395  2.866  -0.310
C  -0.077  -2.445  4.736  0.250
H  -0.166  6.424  -3.895  0.238
F  1.744  3.930  3.807  -0.293
C  -2.318  -3.312  4.694  0.257
C  -0.228  -2.013  3.434  0.420

The calculation puts the total energy at -6134.1496 a.u. Its total charge is +1. The value obtained for the HOMO-LUMO gap (alpha / beta) is 6.625 / 6.214 eV. As for the multiplicity: 4. Its maximum force is 0.8 eV/Å. As for the LUMO energy (alpha / beta): -4.60 / -5.03 eV.


(2)
DFT (the ωB97M-V functional and the def2-TZVPD basis) results for a molecular structure, C25H32ClN2O7PPd.

Last column: natural (NBO) charge in e.
Element x y z (Å)
H  1.610  1.177  1.903  0.271
H  1.396  -2.773  2.842  0.225
C  -0.015  4.289  0.258  -0.121
C  -0.654  3.109  0.028  -0.311
C  -2.373  1.010  2.984  -0.356
C  -0.768  -3.280  -2.108  -0.073
H  -1.335  0.406  -5.850  0.196
H  2.638  -4.244  -0.511  0.231
H  -3.022  0.927  3.852  0.223
H  3.869  -3.584  0.661  0.211
H  3.350  -1.540  -0.346  0.224
H  -3.941  -0.574  -0.928  0.205
H  -2.419  2.055  2.567  0.225
H  1.858  -2.185  -1.026  0.211
O  -2.195  -1.482  -5.594  -0.440
C  -0.807  -1.887  -2.268  -0.320
C  3.467  -2.009  3.106  -0.620
C  -0.951  0.914  3.543  0.785
O  -0.499  1.550  4.481  -0.647
H  3.202  0.525  1.651  0.216
H  -4.795  -1.543  0.247  0.215
C  1.191  6.782  0.703  -0.057
H  1.314  1.260  -0.652  0.209
H  -1.248  3.004  -0.864  0.184
H  3.982  -2.272  2.214  0.200
C  -3.665  0.165  1.096  0.630
C  1.420  5.732  1.623  -0.222
H  2.951  0.503  -0.763  0.197
O  -0.574  -3.318  0.293  -0.684
H  2.210  -3.886  1.129  0.214
C  1.981  -1.854  2.846  -0.718
H  -0.675  5.143  -1.626  0.209
H  0.363  7.400  -1.195  0.227
N  -2.630  0.047  1.945  -0.676
C  2.461  -2.140  -0.094  -0.700
Cl  1.904  8.296  1.034  0.020
O  0.486  -4.864  -1.028  -0.392
O  -4.428  1.147  1.001  -0.660
H  -0.534  2.242  0.699  0.200
C  -0.232  -3.858  -0.788  0.750
H  2.763  2.141  -0.139  0.224
C  -1.617  -3.634  -4.398  -0.270
H  -0.976  -5.157  -3.020  0.251
H  3.594  -2.780  3.937  0.222
Pd  -1.082  -1.142  1.392  0.929
H  -0.416  -1.170  -1.556  0.279
H  1.464  -1.196  3.524  0.282
H  -3.020  0.429  -5.055  0.198
O  -1.396  -0.117  -3.890  -0.463
C  -0.109  5.339  -0.709  -0.174
C  0.815  4.515  1.431  -0.178
H  3.897  -1.092  3.505  0.217
C  -1.310  -1.435  -3.515  0.342
N  -2.702  -1.920  0.176  -0.832
C  0.472  6.569  -0.490  -0.238
C  2.210  0.574  1.230  -0.713
H  -2.278  -2.025  -0.737  0.389
P  1.459  -1.129  1.206  0.937
H  -2.892  -2.846  0.526  0.398
H  2.076  5.981  2.460  0.229
C  -3.864  -1.018  0.086  -0.314
C  -2.053  -0.089  -5.208  0.223
C  -1.753  -2.238  -4.535  0.305
O  -0.182  0.126  2.805  -0.838
H  0.939  3.729  2.161  0.229
C  -1.087  -4.082  -3.215  -0.122
C  2.835  -3.563  0.312  -0.627
H  -2.001  -4.286  -5.181  0.252
C  2.318  1.126  -0.167  -0.617

The calculation puts the total energy at -2537.2602 a.u. Its total charge is 0. The value obtained for the HOMO-LUMO gap (alpha / beta) is 6.174 / 3.154 eV. The relative energy (zero: lowest compared OMol25 entry of this formula, charge and spin) comes out at 0.0 kJ/mol. As for the multiplicity: 5. Its maximum force is 3.0 eV/Å. As for the LUMO energy (alpha / beta): -0.72 / -4.80 eV.